The following is a DFT calculation (the ωB97M-V functional and the def2-TZVPD basis) of a structure of composition C31H19Br4N6O8S2Ti.

**⟨S²⟩**: 0.75
**Max |F|**: 1.15 eV Å⁻¹
**Energy relative to the best compared isomer or geometry (same formula, charge and spin)**: 0.00 kcal/mol
**Multiplicity**: 2
**Net charge**: -2
**HOMO energy (spin up / spin down)**: -2.003 / -2.506 eV

Cartesian coordinates (Å):
Ti -0.07 0.30 0.65
O -2.92 1.72 3.32
C -1.93 1.42 2.65
O -1.76 0.41 1.89
C -0.70 2.32 2.71
C -0.56 3.52 3.38
C 0.65 4.18 3.29
C 1.70 3.64 2.56
C 1.47 2.45 1.90
N 0.30 1.85 1.98
C 2.43 1.71 0.98
O 3.61 2.02 0.94
O 1.85 0.77 0.32
H -1.40 3.91 3.94
H 0.79 5.14 3.79
H 2.66 4.13 2.46
Br -1.20 -5.88 3.58
C -1.17 -4.43 2.36
C -2.03 -4.41 1.28
Br -3.25 -5.83 0.99
C -1.99 -3.33 0.39
Br -3.14 -3.22 -1.11
C -1.11 -2.27 0.56
O -1.01 -1.25 -0.25
C -0.24 -2.27 1.71
O 0.54 -1.25 1.85
C -0.28 -3.37 2.57
Br 0.91 -3.33 4.04
N 1.88 -2.33 -1.03
C 1.00 -2.60 -2.04
C 0.56 -3.87 -2.36
C -0.28 -4.09 -3.46
C -0.70 -3.07 -4.27
C -0.30 -1.75 -3.97
C -0.70 -0.61 -4.71
C -0.30 0.64 -4.32
C 0.50 0.77 -3.17
N 0.88 -0.26 -2.46
C 0.52 -1.50 -2.85
H 1.82 -2.92 -0.22
H 1.96 -1.34 -0.79
H 0.87 -4.70 -1.74
H -0.62 -5.10 -3.65
H -1.35 -3.25 -5.12
H -1.35 -0.75 -5.57
H -0.60 1.52 -4.87
H 0.80 1.74 -2.81
N 4.71 3.00 -5.04
C 3.79 3.51 -4.10
C 4.08 3.49 -2.74
C 3.18 3.99 -1.82
C 1.97 4.50 -2.25
C 1.67 4.55 -3.60
C 2.58 4.06 -4.53
S 0.71 4.90 -1.06
O 1.36 5.54 0.06
O -0.31 5.67 -1.76
N 0.23 3.45 -0.66
C -0.95 2.91 -1.00
S -2.21 3.65 -1.97
C -3.16 2.19 -1.83
C -2.50 1.28 -1.08
N -1.27 1.68 -0.62
H 5.28 2.27 -4.64
H 4.25 2.65 -5.87
H 5.01 3.04 -2.39
H 3.40 3.92 -0.76
H 0.71 4.95 -3.91
H 2.34 4.09 -5.58
H -4.13 2.10 -2.27
H -2.85 0.29 -0.82

The following is a DFT calculation (the ωB97M-V functional and the def2-TZVPD basis) of a structure of composition C31H20IrN7O8.

**⟨S²⟩**: 8.84
**Max |F|**: 3.80 eV Å⁻¹
**Energy relative to the best compared isomer or geometry (same formula, charge and spin)**: 27.81 kcal/mol
**Multiplicity**: 6
**Net charge**: +1
**HOMO energy (spin up / spin down)**: -8.084 / -11.166 eV

Cartesian coordinates (Å):
Ir 1.04 0.42 0.43
O 1.92 -0.99 1.62
C 1.68 -1.03 2.90
C 2.40 -1.91 3.74
C 2.53 -1.69 5.10
C 1.66 -0.83 5.77
C 0.73 -0.16 5.03
C 0.70 -0.20 3.62
C -0.37 0.38 2.91
N -0.56 0.18 1.58
N -1.74 -0.03 1.01
C -2.79 -0.22 1.83
O -2.78 -0.21 3.08
C -4.03 -0.36 1.04
C -5.23 -0.65 1.72
C -6.41 -0.81 1.00
C -6.43 -0.66 -0.39
C -5.28 -0.32 -1.05
C -4.06 -0.16 -0.36
H 2.91 -2.73 3.26
H 3.37 -2.13 5.65
H 1.68 -0.63 6.81
H -0.02 0.50 5.57
H -1.11 1.11 3.33
H -5.18 -0.68 2.80
H -7.29 -1.20 1.51
H -7.40 -0.71 -0.91
H -5.27 -0.04 -2.06
H -3.07 0.07 -0.77
O -1.27 -3.31 -5.01
N -1.64 -2.12 -5.06
O -2.16 -1.66 -6.09
C -1.34 -1.19 -4.00
C -1.38 0.19 -4.29
C -0.78 1.11 -3.33
C -0.73 2.49 -3.57
C -0.32 3.33 -2.56
C 0.22 2.82 -1.39
N 0.34 1.47 -1.19
C -0.20 0.62 -2.11
C -0.19 -0.75 -1.83
N 0.44 -1.09 -0.69
C 0.44 -2.41 -0.32
C -0.18 -3.34 -1.13
C -0.76 -3.02 -2.40
C -0.64 -1.67 -2.81
H -1.85 0.62 -5.17
H -1.01 2.88 -4.56
H -0.47 4.40 -2.64
H 0.37 3.40 -0.45
H 1.03 -2.76 0.56
H -0.12 -4.34 -0.75
H -1.08 -3.75 -3.10
O 6.27 2.96 1.00
C 6.07 2.47 -0.24
O 7.03 2.48 -0.99
C 4.82 1.81 -0.64
C 4.58 0.93 -1.71
N 3.43 0.30 -1.47
N 2.85 0.77 -0.36
C 3.67 1.69 0.17
C 3.21 2.29 1.46
O 3.96 2.87 2.28
O 1.96 1.81 1.70
H 5.52 2.90 1.54
H 5.25 0.89 -2.55
H 3.01 -0.39 -2.06

The following is a DFT calculation (the ωB97M-V functional and the def2-TZVPD basis) of a structure of composition C31H21Cl2F5N3O3SeSn.

**Max |F|**: 0.68 eV Å⁻¹
**Net charge**: +1
**HOMO energy**: -11.287 eV

Cartesian coordinates (Å):
Sn 0.37 0.10 -0.49
C -0.85 -0.59 4.11
C -0.64 -1.07 2.70
O -0.41 -0.27 1.78
N -0.68 -2.39 2.48
C -0.53 -2.91 1.13
C 0.92 -2.93 0.70
C 1.62 -4.12 0.73
C 2.97 -4.15 0.40
C 3.59 -2.96 0.07
C 2.82 -1.81 0.04
N 1.52 -1.78 0.33
H -1.00 0.49 4.10
H 0.03 -0.82 4.71
H -1.72 -1.08 4.56
H -0.79 -3.02 3.25
H -1.12 -2.30 0.44
H -0.94 -3.92 1.11
H 1.10 -5.03 1.00
H 3.52 -5.08 0.41
H 4.63 -2.91 -0.19
H 3.27 -0.86 -0.22
C -3.92 1.05 -1.02
C -4.00 2.32 -0.47
C -2.87 2.94 0.02
C -1.63 2.29 -0.05
C -1.56 1.01 -0.58
C -2.70 0.38 -1.07
C -0.41 2.89 0.55
C -0.27 4.28 0.75
C 0.84 4.74 1.39
C 1.80 3.82 1.89
C 2.94 4.21 2.63
C 3.80 3.28 3.12
C 3.56 1.90 2.89
C 2.48 1.49 2.16
C 1.59 2.45 1.63
N 0.52 2.03 0.90
H -4.81 0.57 -1.41
H -4.96 2.82 -0.42
H -2.95 3.91 0.49
H -2.64 -0.61 -1.49
H -1.02 4.96 0.38
H 1.00 5.80 1.54
H 3.10 5.27 2.81
H 4.67 3.58 3.69
H 4.24 1.17 3.31
H 2.28 0.44 1.99
F 5.44 0.62 -6.20
C 4.76 0.75 -5.07
C 5.10 0.00 -3.96
F 6.10 -0.87 -4.03
C 4.39 0.16 -2.79
F 4.76 -0.58 -1.73
C 3.33 1.05 -2.69
Se 2.49 1.45 -1.03
C 3.01 1.80 -3.81
F 2.03 2.70 -3.78
C 3.71 1.66 -5.00
F 3.39 2.39 -6.06
Cl 2.08 -1.78 -3.71
C 0.34 -1.44 -3.79
Cl -0.02 0.30 -3.69
C -0.32 -2.20 -2.62
O -0.73 -3.32 -2.81
O -0.38 -1.58 -1.48
H -0.02 -1.81 -4.74

The following is a DFT calculation (the ωB97M-V functional and the def2-TZVPD basis) of a structure of composition C31H22Cl2MnN5O2S2.

**⟨S²⟩**: 3.92
**Max |F|**: 3.97 eV Å⁻¹
**Multiplicity**: 4
**Net charge**: +1
**HOMO energy (spin up / spin down)**: -10.191 / -9.871 eV

Cartesian coordinates (Å):
Mn 0.67 -0.82 -0.41
C -1.34 -2.42 2.74
C -1.24 -1.25 1.88
N -1.50 -1.36 0.56
N -2.59 -0.56 0.10
C -2.52 -0.56 -1.24
S -1.09 -1.13 -2.04
S -3.93 -0.33 -2.23
C -4.94 0.62 -1.10
C -5.00 2.14 -1.32
C -6.12 2.89 -0.85
C -6.19 4.21 -1.23
C -5.13 4.81 -1.98
C -4.00 4.09 -2.27
C -3.94 2.74 -2.00
C -0.96 0.09 2.51
C -1.58 0.48 3.66
C -1.49 1.78 4.13
C -0.81 2.76 3.39
C 0.01 2.44 2.31
C -0.10 1.07 1.79
O 0.42 0.84 0.58
H -1.31 -2.12 3.79
H -0.66 -3.23 2.47
H -2.26 -2.91 2.64
H -4.76 0.26 -0.11
H -6.00 0.24 -1.45
H -6.87 2.43 -0.23
H -7.05 4.79 -0.97
H -5.20 5.84 -2.17
H -3.16 4.48 -2.83
H -3.10 2.15 -2.35
H -2.19 -0.22 4.19
H -1.98 2.12 5.08
H -1.01 3.78 3.73
H 0.77 3.08 1.90
Cl 3.22 -5.17 -1.66
C 3.47 -3.70 -2.50
C 4.54 -3.40 -3.32
C 4.60 -2.16 -3.96
Cl 5.37 -1.90 -5.44
C 3.77 -1.05 -3.54
C 3.95 0.26 -4.00
C 3.35 1.31 -3.28
C 2.54 0.98 -2.21
N 2.19 -0.25 -1.85
C 2.82 -1.30 -2.49
C 2.57 -2.65 -2.05
O 1.55 -2.87 -1.35
H 5.33 -4.12 -3.56
H 4.48 0.39 -4.92
H 3.56 2.32 -3.61
H 1.97 1.76 -1.70
N 4.37 1.11 4.20
C 4.02 0.09 3.75
C 3.46 -1.06 3.07
C 3.77 -2.40 3.40
C 3.27 -3.36 2.56
C 2.48 -2.99 1.42
N 2.13 -1.71 1.17
C 2.70 -0.74 1.93
H 4.58 -2.73 4.09
H 3.38 -4.42 2.80
H 2.17 -3.78 0.69
H 2.52 0.31 1.69

The following is a DFT calculation (the ωB97M-V functional and the def2-TZVPD basis) of a structure of composition C31H22IrN4O5PS.

**⟨S²⟩**: 0.75
**Max |F|**: 3.15 eV Å⁻¹
**Energy relative to the best compared isomer or geometry (same formula, charge and spin)**: 69.73 kcal/mol
**Multiplicity**: 2
**Net charge**: +1
**HOMO energy (spin up / spin down)**: -11.214 / -11.214 eV

Cartesian coordinates (Å):
Ir -0.06 0.63 0.90
O -0.17 -1.66 1.70
S -1.56 -1.48 2.22
O -1.66 -1.48 3.64
O -2.09 -0.28 1.51
C -2.34 -2.80 1.39
C -3.15 -3.77 1.93
C -3.68 -4.72 1.06
C -3.42 -4.66 -0.30
C -2.62 -3.65 -0.83
C -2.06 -2.71 0.02
P -0.95 -1.37 -0.60
C -1.90 -0.55 -1.91
C -3.29 -0.54 -1.85
C -4.02 0.21 -2.77
C -3.36 0.97 -3.72
C -1.98 0.97 -3.78
C -1.25 0.22 -2.87
C 0.52 -2.17 -1.30
C 0.60 -3.54 -1.54
C 1.79 -4.09 -1.99
C 2.91 -3.30 -2.19
C 2.83 -1.93 -1.96
C 1.65 -1.38 -1.50
H -3.35 -3.78 2.99
H -4.29 -5.52 1.45
H -3.85 -5.40 -0.96
H -2.45 -3.59 -1.90
H -3.81 -1.10 -1.08
H -5.10 0.20 -2.72
H -3.93 1.58 -4.40
H -1.47 1.58 -4.51
H -0.16 0.22 -2.92
H -0.25 -4.18 -1.38
H 1.85 -5.16 -2.15
H 3.84 -3.75 -2.50
H 3.70 -1.31 -2.10
H 1.60 -0.33 -1.25
C 2.63 3.09 -1.84
C 1.85 2.04 -1.34
N 1.55 1.93 -0.06
C 1.96 2.90 0.79
C 2.72 4.00 0.36
C 3.07 4.07 -0.99
C 3.07 5.02 1.32
C 2.66 4.95 2.60
C 1.86 3.84 3.05
C 1.36 3.72 4.36
C 0.59 2.63 4.69
C 0.32 1.67 3.72
N 0.79 1.78 2.48
C 1.54 2.83 2.14
H 2.87 3.11 -2.90
H 1.47 1.29 -2.01
H 3.67 4.89 -1.35
H 3.65 5.86 0.97
H 2.90 5.73 3.31
H 1.59 4.49 5.09
H 0.19 2.51 5.69
H -0.27 0.79 3.94
O 2.60 -2.60 1.49
N 2.57 -1.50 1.89
O 2.22 -0.45 1.41
N -1.50 2.94 -0.61
C -1.02 2.08 -0.01

The following is a DFT calculation (the ωB97M-V functional and the def2-TZVPD basis) of a structure of composition C31H22N5O6Ti.

**⟨S²⟩**: 0.75
**Max |F|**: 0.44 eV Å⁻¹
**Energy relative to the best compared isomer or geometry (same formula, charge and spin)**: 14.31 kcal/mol
**Multiplicity**: 2
**Net charge**: 0
**HOMO energy (spin up / spin down)**: -7.607 / -7.660 eV

Cartesian coordinates (Å):
Ti -0.91 -0.13 -0.38
O -1.52 -4.16 -0.97
C -1.07 -3.05 -0.81
N -1.52 -2.06 0.03
C -1.59 -2.41 1.41
C -1.91 -3.66 1.93
C -1.80 -3.89 3.30
C -1.37 -2.89 4.15
C -1.05 -1.63 3.64
C -1.18 -1.39 2.29
N -0.98 -0.16 1.62
C -1.26 1.03 2.23
O -1.04 1.36 3.38
C -2.04 1.96 1.33
C -2.44 3.21 1.77
C -3.31 3.95 0.99
C -3.76 3.41 -0.20
C -3.29 2.17 -0.59
N -2.45 1.46 0.15
C 0.23 -2.68 -1.49
C 0.98 -3.62 -2.17
C 2.23 -3.25 -2.64
C 2.68 -1.96 -2.44
C 1.86 -1.07 -1.77
N 0.66 -1.42 -1.31
H -2.24 -4.44 1.26
H -2.05 -4.87 3.69
H -1.27 -3.08 5.21
H -0.72 -0.84 4.30
H -2.07 3.55 2.73
H -3.64 4.93 1.31
H -4.46 3.95 -0.83
H -3.61 1.73 -1.53
H 0.58 -4.62 -2.28
H 2.85 -3.97 -3.16
H 3.66 -1.64 -2.78
H 2.14 -0.04 -1.60
C -1.43 0.70 -3.09
C -0.28 0.65 -3.86
C 0.05 -0.51 -4.53
C -0.76 -1.64 -4.42
C -1.90 -1.60 -3.63
C -2.24 -0.43 -2.97
H -1.70 1.63 -2.59
H 0.36 1.53 -3.93
H 0.94 -0.55 -5.14
H -0.50 -2.55 -4.95
H -2.53 -2.48 -3.53
H -3.15 -0.40 -2.38
O 0.61 3.54 -0.71
C 0.92 2.46 -0.28
O 0.36 1.33 -0.64
C 2.07 2.32 0.69
C 2.26 1.16 1.43
C 3.31 1.07 2.33
C 4.16 2.16 2.46
C 3.99 3.33 1.74
C 2.92 3.41 0.86
N 5.29 2.06 3.41
O 5.45 1.02 4.00
O 6.01 3.04 3.53
H 1.58 0.33 1.32
H 3.48 0.19 2.93
H 4.67 4.15 1.89
H 2.74 4.30 0.29